C17H34N2O | the ωB97M-V functional and the def2-TZVPD basis

The geometry in XYZ format:
```
54
Properties=species:S:1:pos:R:3:mulliken_charge:R:1
C -2.9087 2.1831 -0.6549 -1.1590
C -1.8273 2.0567 0.3620 1.0348
O -2.0541 2.2934 1.5606 -0.6663
N -0.5621 1.7584 0.0734 0.3565
C -0.0807 1.5524 -1.3866 -2.3106
H -0.7961 2.0497 -1.9300 0.6072
H 0.7152 1.8439 -1.2515 0.7829
C -0.0950 -0.0377 -1.4718 -0.3479
H -1.1497 -0.3431 -1.3046 0.2333
H 0.3750 -0.5962 -0.7553 0.6979
C 0.3685 -0.5400 -2.6689 0.7390
C -0.5822 -0.0120 -3.8397 -1.7573
H -1.7029 -0.3669 -3.8952 0.2809
H -0.8003 0.9349 -3.9299 0.6685
H -0.2959 -0.3844 -4.9541 0.2910
C 0.4974 -1.9320 -2.8418 -0.4045
H 0.9096 -2.1400 -4.0102 0.2048
H 1.2985 -2.1535 -2.1574 0.3193
C -0.4575 -3.0341 -2.6908 -0.4519
C -0.1811 -4.3766 -2.6288 -0.9863
C 0.4107 -5.0123 -1.7275 1.0753
C 0.7079 -6.4988 -1.7211 -1.3189
H 0.1758 -7.2530 -1.2455 0.3755
H 0.6180 -6.8050 -2.8259 0.2916
H 2.1104 -6.6339 -1.5631 0.2274
C 0.4513 -4.6873 -0.3343 -1.0988
H -0.1383 -5.2378 0.2403 0.5202
H 1.5911 -4.6527 0.0694 0.2444
H -0.1362 -3.5914 -0.0709 0.0925
H -0.1911 -4.8023 -3.7357 0.0974
H -1.2224 -2.8104 -3.3932 0.3640
H -0.9159 -2.6177 -1.7520 0.1538
H 1.2178 0.0182 -3.0196 0.2605
C 0.3622 1.7805 1.1346 -0.8941
H 1.1543 1.0450 0.9045 0.3083
H -0.0240 1.1550 2.2321 0.2696
C 1.1598 3.0801 1.4581 -0.7938
C 1.6840 2.8978 2.9048 -0.7029
N 1.2565 2.3500 3.9645 0.0096
C 2.1747 2.1532 5.1952 -1.4918
H 2.4202 3.0364 5.3585 0.6031
H 2.8502 1.5421 4.8819 0.4884
H 1.6419 1.7282 5.8561 0.4822
C -0.0078 3.2154 4.3169 -0.9307
H 0.4240 4.2217 4.6991 0.3454
H -0.7129 3.0119 3.4572 0.2981
H -0.4107 2.6030 5.1503 0.3712
H 2.1414 3.9735 2.8583 0.2427
H 2.9183 2.3376 2.5460 0.2518
H 0.1897 3.8100 1.8508 0.1449
H 1.6688 3.3842 0.6956 0.7727
H -2.5121 3.0255 -1.3528 0.2763
H -2.7808 1.1628 -1.3280 0.2116
H -3.9336 2.4286 -0.2745 0.3199
```

As for the HOMO energy: -7.897 eV. For the relative energy (zero: lowest compared OMol25 entry of this formula, charge and spin), the calculation gives 16.045 eV. For the gap between HOMO and LUMO, the calculation gives 8.643 eV.